ORCA calculation (ωB97M-V/def2-TZVPD) on a 12-piece molecular cluster, C53H88F2N3O11Si overall at a distorted geometry.

Last column: Löwdin charge in e.
Element x y z (Å)
C -2.6267 13.4554 -3.7780  -0.4939
H -2.8245 11.8584 -2.3649  0.0922
C -1.9361 8.8822 -6.5172  -0.4989
H -5.6181 -2.3946 1.4469  0.0893
H -1.9717 14.9744 -2.4208  0.0864
N 2.0850 7.9002 -3.7033  0.0519
C 2.6462 -6.4549 1.0239  -0.4907
H 4.1682 7.7811 -3.1558  0.1089
H 6.9745 12.1889 -2.2674  0.0881
H -2.3005 -4.3860 5.9402  0.0872
C -2.5312 10.1776 -6.0352  -0.0292
H 4.5960 5.2476 -3.4478  0.1135
H -1.9879 3.9840 -2.4229  0.0301
H 3.9614 -10.8070 6.1303  0.0885
C -3.8330 -6.3324 -2.8658  -0.0217
H 5.8914 -3.8134 8.9682  0.0853
C 1.6587 -1.9327 4.7121  -0.4922
H -6.5404 -0.8210 -0.4950  0.0891
H -5.3223 -2.7163 -5.6650  0.0897
C -5.6554 -1.1182 -4.2829  -0.4928
F 2.6701 1.7754 -0.6428  -0.0021
H 5.2311 -9.6120 6.5441  0.0885
H 2.0005 -0.4464 3.2104  0.0814
H -2.9980 -2.2799 2.0821  0.0554
H -3.8867 -5.8817 -0.0551  0.0871
N 2.7043 2.7723 -5.6094  0.1711
H -5.1562 -7.0809 -0.4585  0.0867
H 7.0498 10.6083 -5.0830  0.0864
H -1.5531 -9.5866 7.0696  0.0827
C -5.4247 -0.7331 -0.2214  -0.0702
H -0.8315 1.3121 -3.9231  0.0130
C -2.4274 -0.5590 0.5563  -0.0728
Si -1.8694 1.6274 -1.5467  0.5632
H -0.5850 -4.8388 5.8720  0.0836
H -7.5371 -0.4328 -3.5509  0.0836
H 2.5343 -0.3419 5.8431  0.0886
H -3.8989 -5.9226 -3.8762  0.0797
H -3.8458 -1.9676 -5.0239  0.0781
H -0.7140 7.9272 -7.9816  0.0806
H 5.2082 -9.6085 2.7228  0.0796
C -2.8953 14.6541 -2.9076  -0.0251
O -5.1650 -0.0050 -4.2137  0.0272
C -4.8605 -6.0318 -0.5263  -0.0185
H 8.4946 10.8865 -4.0599  0.0879
C 4.2561 -9.7571 6.0740  -0.0185
C 3.2683 7.1421 -3.4988  -0.1061
H -1.7358 10.8819 -5.7855  0.0739
O 3.5993 -8.4181 4.2222  0.0422
H 5.5297 11.9107 -3.2905  0.0869
H 2.0655 -1.7633 6.7985  0.0541
C 1.0783 6.9857 -4.1108  -0.1092
H -4.0830 -7.3948 -2.9020  0.0870
H -5.6007 -5.4248 -0.0008  0.0814
C 3.7832 -3.8215 8.6007  -0.4920
C 5.2772 -10.0298 3.7283  -0.0151
C 2.4118 4.7117 -4.0528  -0.1212
H 5.5791 11.3003 -1.6247  0.0840
H 0.5930 3.9616 -0.5954  0.1526
O 1.8413 -5.5416 0.9819  0.0416
O 1.8794 -3.1303 4.7146  0.0509
C -4.4742 0.2679 -0.9241  -0.0778
H 2.6946 -0.0677 -2.4618  0.1420
H 4.9127 -4.6260 10.2306  0.0855
H -5.2917 -9.0708 7.6681  0.0877
H -2.8252 -9.9656 8.2478  0.0872
C 6.7690 10.1903 -3.0033  -0.5043
C -7.0838 -1.3697 -3.8824  -0.0185
O -2.2238 -3.6452 3.5536  0.0250
H 4.7533 -6.4540 1.3915  0.0864
O 6.5582 9.1420 -2.4203  0.0424
H -0.7927 -6.3187 3.0109  0.0889
H -1.4035 -0.3290 -3.1648  0.0491
H 5.0277 -11.0918 3.6805  0.0896
H -0.2137 9.5816 -7.5769  0.0873
C -0.0937 1.7943 -0.7639  -0.2486
H -3.1803 10.5970 -6.8065  0.0978
H 1.2195 -1.9294 2.6241  0.0801
C -1.6345 0.7984 -3.2919  -0.2012
H -3.6517 14.4081 -2.1593  0.0871
H -2.9964 3.8508 -0.8803  0.0515
O -2.1434 7.8331 -5.9320  0.0375
H -7.6483 -1.7488 -4.7369  0.0872
H -1.8551 -6.0356 5.4601  0.0517
H 4.9338 -2.8551 10.1148  0.0836
C -2.6021 -9.8687 7.1832  -0.0226
C 2.6816 0.7624 -3.2302  0.1290
H -1.9558 11.4319 -3.8523  0.0411
C 4.9606 -3.7825 9.5386  -0.0252
H -7.1173 -2.0863 -3.0586  0.0811
O -2.8252 13.4892 -4.9803  0.0594
H 0.1585 4.9242 -4.6151  0.1100
H -1.1441 12.4251 -2.6264  0.0900
C -4.9638 -9.0119 6.6281  -0.0218
H 0.2739 -0.7642 3.5730  0.0849
H -1.3263 -0.5313 0.8786  0.0767
O -5.5108 -4.7144 -2.3951  0.0456
H 6.2974 -9.8969 4.0942  0.0899
C -2.7201 3.3124 -1.8468  -0.1929
C 1.7722 -1.1141 5.9699  -0.0147
H -3.2677 15.4737 -3.5256  0.0849
H 0.0671 7.4932 -4.3460  0.1066
F 3.0920 3.9459 -1.1888  0.0617
H -3.1278 9.9912 -5.1398  0.0857
C -3.4739 -8.8044 6.5717  -0.4888
C 2.4984 2.2753 -3.0092  0.0579
C -2.1030 12.2129 -3.1042  -0.0193
H -0.2026 1.9131 0.3821  0.0995
H 3.7971 -5.4906 2.5369  0.0865
H 4.5146 -5.1164 7.0620  0.0872
H -3.6413 3.1504 -2.4991  0.0492
H 2.7509 -4.9209 7.0921  0.0775
O -2.9926 -7.8144 6.0519  0.0517
H -5.2322 -9.9262 6.0944  0.0866
H 0.4092 0.7829 -0.9788  0.0829
C 3.8215 -6.4193 1.9617  -0.0205
N 2.8601 1.4585 -5.6965  0.0043
H 3.5359 -5.9291 8.3247  0.0837
C -2.9625 0.3743 -0.5594  -0.2361
H 3.7693 -7.2640 2.6564  0.0415
C 7.6323 10.2400 -4.2358  -0.0258
C -4.8570 -2.2954 -4.7709  -0.0159
H -5.4651 -8.1676 6.1503  0.0846
C -1.5612 -4.9855 5.4039  -0.0129
H 3.3756 -7.7551 -0.5119  0.0828
H 7.9902 9.2346 -4.4677  0.0821
H 3.5169 -9.1567 6.6086  0.0826
C 1.2614 -1.2144 3.4493  -0.0254
C -3.3815 -1.5710 1.2674  -0.0453
C -4.9084 -1.6764 0.9141  -0.0497
H 0.2388 3.3891 -2.3285  0.0938
C 2.5537 3.1211 -4.2680  -0.0820
H 3.0758 -0.6163 -5.0222  0.1574
H 2.9811 1.1282 -6.6784  0.1918
H -0.6152 -4.8346 2.0537  0.0766
C 2.8892 0.4716 -4.7138  0.0431
H 0.8074 -0.6594 6.2057  0.0909
C 6.1768 11.4870 -2.5195  -0.0245
C 3.6424 -5.0300 7.7137  -0.0195
H -1.6589 9.2974 -8.5978  0.0883
H 0.4760 -5.1208 3.4234  0.0725
C -1.5101 -4.5449 3.9670  -0.4795
O 2.9763 -2.9115 8.5608  0.0533
C 2.2723 2.8469 -1.5394  -0.3454
H -4.7938 -3.0517 -3.9855  0.0603
H 1.6121 -7.5545 -0.4840  0.0796
C 3.5530 5.6592 -3.6499  -0.0035
C 0.7048 3.0677 -1.3192  -0.1315
H -4.8985 0.9194 -1.7681  0.0815
C -1.0745 8.9322 -7.7509  -0.0237
C -0.5445 -5.2560 3.0587  -0.0257
C 2.5028 -7.6649 0.1385  -0.0227
C 1.0993 5.4790 -4.2891  -0.0025
H -2.6603 0.8594 -3.8112  0.0342
H 2.3929 -8.5624 0.7510  0.0845
H -2.7656 -10.8209 6.6741  0.0862
C 4.3103 -9.3167 4.6357  -0.4817
H -2.8136 -6.1958 -2.4983  0.0865
C -4.8021 -5.6081 -1.9694  -0.4940

Calculated values
E_HOMO: -9.7 eV
Orbital gap: 4.7 eV
LUMO: -5.017 eV
Net charge: +1
ΔE to the lowest compared entry with this formula, charge and spin: 226.98 kcal/mol